(1)
This record from OMol25 describes C9H9HgN3S4Sb as an isolated structure. The level of theory is the ωB97M-V functional and the def2-TZVPD basis.

- Total charge: -1
- 2S+1: 1
- HOMO energy: -3.105 eV
- Lowest unoccupied orbital energy: 2.068 eV

Last column: Löwdin charge in e.
Geometry (Å):
Hg: 1.21306 -2.52377 -0.60238  0.28
S: 1.08672 -1.79362 -5.17201  -0.41
Sb: 1.23394 -3.59653 -3.73811  0.07
S: -0.60758 -3.27243 -2.04407  -0.42
S: 3.06173 -2.94549 -2.12407  -0.39
C: 0.18071 -0.17082 4.36071  -0.06
N: -0.17609 0.42434 3.09085  -0.14
C: -0.95805 1.54754 2.92026  -0.05
C: -1.07859 1.74389 1.59949  -0.04
N: -0.35985 0.74666 0.95277  0.03
C: 0.19472 -0.08784 1.88406  -0.68
S: 1.07690 -1.52379 1.81014  0.60
C: -0.24741 0.71579 -0.48208  -0.28
C: -1.26603 1.26191 -1.24384  -0.02
C: -1.10779 1.23876 -2.62265  -0.05
C: 0.03042 0.68037 -3.16860  -0.09
C: 0.98588 0.16441 -2.30659  -0.18
N: 0.85206 0.19200 -0.97815  0.07
H: -0.25484 0.43495 5.15221  0.09
H: 1.26365 -0.20419 4.46893  0.08
H: -0.19845 -1.19019 4.41591  0.08
H: -1.34723 2.10631 3.75161  0.12
H: -1.57003 2.52912 1.05886  0.11
H: -2.17300 1.64594 -0.79951  0.10
H: -1.89229 1.62878 -3.25849  0.11
H: 0.18292 0.57066 -4.23218  0.04
H: 1.87451 -0.32276 -2.69306  0.05

---

(2)
This record from OMol25 describes one molecule with the formula C9H9N at a distorted geometry. The level of theory is the ωB97M-V functional and the def2-TZVPD basis.

- Total charge: 0
- 2S+1: 1
- HOMO energy: -8.595 eV
- Structure (SMILES): C[C@]1(C#N)CC12C=CC=C2
- Lowest unoccupied orbital energy: 0.005 eV

Last column: Löwdin charge in e.
Geometry (Å):
C: -1.30749 1.23671 1.30900  -0.02
C: -1.16878 -0.08748 0.59487  -0.31
C: -2.21944 -0.34669 -0.27489  -0.21
N: -3.15758 -0.54792 -0.94092  0.18
C: -0.31180 -1.18754 1.09470  -0.04
C: 0.42339 -0.52414 -0.04372  -0.24
C: 1.55963 0.42181 0.18931  -0.01
C: 2.21844 0.52932 -1.02401  -0.08
C: 1.56492 -0.28797 -1.95513  -0.12
C: 0.39836 -0.82060 -1.50310  -0.02
H: -0.41491 1.43729 1.82032  0.06
H: -2.09165 1.21553 1.98891  0.06
H: -1.65790 2.10545 0.69666  0.11
H: 0.21786 -1.06249 2.03407  0.12
H: -0.63031 -2.22088 1.19342  0.12
H: 1.82368 0.86742 1.11797  0.10
H: 2.90696 1.28010 -1.24762  0.08
H: 2.02250 -0.56060 -2.87860  0.10
H: -0.17588 -1.44732 -2.17121  0.11

---

(3)
This record from OMol25 describes one molecule with the formula C9H9N at a distorted geometry. The level of theory is the ωB97M-V functional and the def2-TZVPD basis.

- Total charge: 0
- 2S+1: 1
- HOMO energy (alpha / beta): -8.229 / -8.226 eV
- Lowest unoccupied orbital energy (alpha / beta): -1.037 / -1.038 eV

Last column: Löwdin charge in e.
Geometry (Å):
C: 1.58642 -1.25761 1.77933  0.18
C: 0.91665 -1.26404 0.30111  -0.32
C: 1.44908 -0.73629 -1.27124  0.14
C: 1.43787 -0.13373 1.02674  -0.31
C: -0.46580 -1.63747 0.04132  -0.22
C: 1.35773 1.25934 0.60587  -0.04
C: -1.42619 -0.50879 0.34381  -0.21
C: -1.12860 0.68119 -0.55514  -0.14
C: 0.35585 1.22668 -0.71019  -0.28
N: 1.03726 0.36916 -1.55795  0.03
H: -0.65369 -2.17262 -0.96544  0.15
H: -0.81730 -2.37261 0.84175  0.14
H: 1.04830 2.04804 1.27897  0.12
H: 2.37214 1.30865 0.24226  0.12
H: -2.34950 -0.98799 -0.00120  0.11
H: -1.61873 -0.18693 1.42089  0.15
H: -1.58414 0.50434 -1.54901  0.12
H: -1.67894 1.58847 -0.20839  0.11
H: 0.16161 2.27222 -1.06352  0.14

---

(4)
This record from OMol25 describes one molecule with the formula C9H9N3 at a distorted geometry. The level of theory is the ωB97M-V functional and the def2-TZVPD basis.

- Total charge: 0
- 2S+1: 1
- HOMO energy: -8.401 eV
- Structure (SMILES): c1ccc2c(c1)nc1n2CNC1
- Lowest unoccupied orbital energy: 0.817 eV

Last column: Löwdin charge in e.
Geometry (Å):
C: -3.17819 -0.39647 0.05699  -0.12
C: -2.85360 0.93822 0.00988  -0.12
C: -1.50120 1.37528 -0.03629  -0.02
C: -0.56047 0.33405 -0.08930  -0.16
C: -0.93461 -1.08161 -0.07460  -0.23
C: -2.24607 -1.41235 -0.11243  -0.04
N: 0.20508 -1.87989 0.00123  0.16
C: 1.19886 -1.01654 -0.01355  -0.25
N: 0.79102 0.32906 -0.08163  0.01
C: 1.90228 1.20328 0.11369  -0.20
N: 3.09062 0.43051 -0.20566  -0.03
C: 2.70120 -1.00257 0.17864  -0.09
H: -4.26642 -0.62453 0.13743  0.11
H: -3.59401 1.73787 -0.00706  0.10
H: -1.21258 2.48784 0.04661  0.13
H: -2.56244 -2.46686 -0.19567  0.12
H: 1.81765 2.12526 -0.45502  0.13
H: 1.98651 1.47594 1.22229  0.15
H: 3.15325 0.33623 -1.25360  0.12
H: 3.19296 -1.74738 -0.48282  0.13
H: 2.87019 -1.14535 1.24087  0.11

---

(5)
This record from OMol25 describes a 2-piece molecular cluster, C9H9N3O2 overall at a distorted geometry. The level of theory is the ωB97M-V functional and the def2-TZVPD basis.

- Total charge: 0
- 2S+1: 1
- HOMO energy: -9.401 eV
- Structure (SMILES): O=c1cc[nH]c(=O)[nH]1.c1ccncc1
- Lowest unoccupied orbital energy: 0.297 eV

Last column: Löwdin charge in e.
Geometry (Å):
O: -0.31164 2.62283 0.87841  0.06
C: 0.80395 2.78319 0.42853  -0.53
C: 1.43187 1.87384 -0.44952  -0.01
C: 2.53905 2.31096 -1.10699  -0.14
N: 3.05555 3.37012 -0.66734  0.09
C: 2.73375 4.18838 0.36520  -0.46
O: 3.59843 4.82699 0.99895  0.06
N: 1.40470 3.99285 0.73177  0.20
H: 0.69304 0.98102 -0.66754  0.16
H: 3.06835 1.52616 -1.80960  0.18
H: 4.08258 3.27087 -0.78275  0.19
H: 1.22142 4.26827 1.73820  0.20
C: -2.19871 -5.82615 -0.43689  -0.08
C: -3.46824 -5.54413 0.14927  -0.07
C: -3.82568 -4.15896 0.28105  -0.24
N: -3.15933 -3.17037 -0.12231  0.04
C: -1.87781 -3.35963 -0.46666  -0.11
C: -1.41806 -4.69036 -0.73129  -0.07
H: -1.80920 -6.80353 -0.66683  0.09
H: -4.29997 -6.24118 0.71104  0.15
H: -4.93331 -4.14147 0.59973  0.12
H: -1.34618 -2.52634 -0.73124  0.07
H: -0.39818 -4.74347 -1.20096  0.11

---

(6)
This record from OMol25 describes an isolated ion of composition C9H9N4 and charge +1 at a distorted geometry. The level of theory is the ωB97M-V functional and the def2-TZVPD basis.

- Total charge: +1
- 2S+1: 3
- HOMO energy (alpha / beta): -10.721 / -13.238 eV
- Lowest unoccupied orbital energy (alpha / beta): -4.424 / -6.099 eV

Last column: Löwdin spin population.
Geometry (Å):
C: -2.36860 1.34836 -0.28187  0.45
C: 3.30775 0.74858 0.21961  0.02
C: 3.06737 -0.63813 0.20265  0.08
C: 2.31166 1.65454 0.08767  0.03
C: 1.82004 -1.21093 -0.06688  -0.01
C: 1.09079 1.10963 -0.04964  0.04
C: 0.75758 -0.30736 -0.19232  0.07
C: -3.89128 -0.34436 0.45432  0.70
C: -1.37911 -1.53988 -0.43284  0.03
N: -0.07474 1.78966 -0.05355  0.12
N: -1.04854 0.95352 -0.20615  0.00
N: -3.35868 0.69675 0.29971  0.32
N: -0.63391 -0.37291 -0.26794  0.02
H: -2.49870 2.36709 -0.34579  0.02
H: 4.34543 1.21464 0.51091  0.00
H: 3.79508 -1.33272 0.60724  0.00
H: 2.32809 2.69286 0.03692  0.00
H: 1.83591 -2.37551 -0.15807  0.00
H: -1.94597 -1.58984 -1.45776  0.00
H: -4.63091 -0.77593 1.15231  0.08
H: -0.71863 -2.40188 -0.41405  0.00
H: -2.11064 -1.68618 0.35552  0.02

---

(7)
This record from OMol25 describes a 2-piece molecular cluster, C9H9NO2S overall at a distorted geometry. The level of theory is the ωB97M-V functional and the def2-TZVPD basis.

- Total charge: 0
- 2S+1: 1
- HOMO energy (alpha / beta): -6.453 / -6.545 eV
- Lowest unoccupied orbital energy (alpha / beta): -0.206 / -0.102 eV

Last column: Löwdin charge in e.
Geometry (Å):
C: -3.44223 -1.33166 -0.06086  -0.12
C: -3.66464 -0.10711 0.50635  -0.12
C: -2.16417 -1.65512 -0.66236  -0.05
C: -2.66210 0.88968 0.52407  -0.02
C: -1.19434 -0.61804 -0.67637  -0.11
C: -1.39609 0.60590 -0.13863  -0.37
C: -0.47657 1.57721 0.15256  0.10
C: 4.24155 -0.51238 0.39851  -0.39
C: 1.51665 1.44743 -0.82680  -0.50
N: 3.58164 0.23842 -0.33290  -0.32
O: 4.06575 -1.57939 1.15950  0.09
O: 2.27963 2.39804 -0.62621  0.03
S: 2.06921 -0.16899 -0.80808  1.00
H: -4.30193 -2.05424 0.08064  0.11
H: -4.55677 0.14968 0.99008  0.08
H: -2.01543 -2.68819 -0.91048  0.09
H: -2.59892 1.72889 1.15703  0.09
H: -0.27803 -0.92580 -1.22830  0.05
H: -0.63847 2.56231 0.02913  0.00
H: 5.25143 -0.17448 0.54057  0.13
H: 3.21690 2.15871 -0.37231  0.13
H: 3.16695 -1.94090 1.10485  0.11

---

(8)
This record from OMol25 describes C9H9NO2S as an isolated structure at a distorted geometry. The level of theory is the ωB97M-V functional and the def2-TZVPD basis.

- Total charge: 0
- 2S+1: 1
- HOMO energy: -9.197 eV
- Lowest unoccupied orbital energy: 0.547 eV

Last column: Löwdin charge in e.
Geometry (Å):
C: 0.95226 1.99482 -0.50285  -0.14
C: 1.29139 -2.23790 -1.27862  -0.26
C: 1.55420 -0.90171 -1.18833  -0.09
C: 0.61060 -2.83732 -0.33023  -0.40
C: 0.96612 -0.40917 -0.03010  -0.47
C: -1.52478 0.77217 -0.42486  -0.56
C: -2.95583 0.61387 -0.04209  0.04
C: 1.21016 1.07115 1.95162  0.00
C: 0.65782 0.94135 0.50945  -0.49
N: 0.94351 2.88173 -1.19492  0.21
O: -1.10408 0.70693 -1.55538  0.12
O: -0.77039 0.98895 0.64107  -0.02
S: 0.20691 -1.66821 0.82850  1.10
H: 1.62385 -2.80963 -2.18801  0.13
H: 1.97781 -0.36430 -2.02447  0.13
H: 0.29770 -3.92417 -0.33211  0.11
H: -3.10122 0.20003 1.02726  0.13
H: -3.38428 -0.01723 -0.71119  0.05
H: -3.39468 1.62844 -0.01738  0.11
H: 0.38149 0.63255 2.52131  0.08
H: 1.34574 2.17634 2.32714  0.13
H: 2.21571 0.56129 2.01419  0.11

---

(9)
This record from OMol25 describes one molecule with the formula C9H9NO4 at a distorted geometry. The level of theory is the ωB97M-V functional and the def2-TZVPD basis.

- Total charge: 0
- 2S+1: 1
- HOMO energy (alpha / beta): -8.906 / -8.907 eV
- Lowest unoccupied orbital energy (alpha / beta): -0.376 / -0.376 eV

Last column: Löwdin charge in e.
Geometry (Å):
C: 2.92603 -0.41284 0.40347  -0.05
C: 2.91749 0.45418 -0.64657  -0.09
C: 1.71669 -1.07802 0.92316  0.06
C: 1.70627 1.02266 -1.10049  0.01
C: 0.54540 -0.64569 0.27504  -0.10
C: 0.49666 0.45220 -0.62758  -0.17
C: -0.85916 -1.13828 0.60640  -0.35
C: -0.77872 0.84993 -1.19049  -0.09
C: -1.78358 0.06862 0.55437  -0.03
N: -3.06125 -0.12992 0.05860  -0.45
O: -3.27994 -1.08360 -0.67889  0.04
O: -3.90612 0.69079 0.31050  0.07
O: -0.86584 -1.92321 1.73282  0.02
O: -1.19008 2.14420 -1.38520  0.02
H: 3.86248 -0.48465 0.84388  0.08
H: 3.88597 0.77828 -1.02353  0.11
H: 1.71683 -1.86231 1.57052  0.08
H: 1.74738 1.82711 -1.72318  0.08
H: -1.12593 -1.85359 -0.15725  0.15
H: -1.40413 0.10161 -1.84306  0.19
H: -1.63603 0.76663 1.37630  0.15
H: -0.87750 -1.38227 2.51023  0.10
H: -0.75292 2.83818 -0.78905  0.17

---

(10)
This record from OMol25 describes one molecule with the formula C9H9NS at a distorted geometry. The level of theory is the ωB97M-V functional and the def2-TZVPD basis.

- Total charge: 0
- 2S+1: 1
- HOMO energy: -8.728 eV
- Structure (SMILES): C=C(C#N)CS[C@H]1C=CC1=C
- Lowest unoccupied orbital energy: 0.173 eV

Last column: Löwdin charge in e.
Geometry (Å):
C: -3.26715 -1.07591 0.37751  0.10
C: -2.23608 -0.36385 -0.21720  -0.40
C: -2.36947 1.04229 -0.41692  -0.20
N: -2.72421 2.08174 -0.73797  0.17
C: -0.94956 -0.97664 -0.56174  -0.45
S: -0.05024 -1.26580 0.95854  0.95
C: 1.49508 -0.48985 0.66891  -0.60
C: 2.20963 -0.89538 -0.58828  -0.07
C: 2.50080 0.37767 -0.93950  -0.04
C: 1.86697 0.95905 0.22797  -0.29
C: 1.70103 2.12126 0.88789  0.09
H: -3.05245 -2.01496 0.71433  0.03
H: -4.26346 -0.68311 0.58323  0.08
H: -1.24929 -1.89071 -1.07837  0.10
H: -0.35869 -0.21180 -1.07692  0.09
H: 1.88854 -0.76813 1.66039  0.09
H: 2.29495 -1.88810 -1.07491  0.12
H: 3.10309 0.79892 -1.76879  0.12
H: 2.07749 3.09581 0.53917  0.08
H: 1.38305 2.04750 1.84268  0.02

---

Asked for relative energy (zero: lowest compared OMol25 entry of this formula, charge and spin) across the records above, the calculation gives 0.0 61.2 181.4 27.8 86.3 32.3 133.2 2.1 128.9 92.0 kcal/mol in order.